A) Density functional theory data (the ωB97M-V functional and the def2-TZVPD basis) for the molecule C3H5O2P.

Summary:
E_HOMO in eV: -9.000
Gap between HOMO and LUMO in eV: 9.644

Structure (ORCA input):
```
! wB97M-V def2-TZVPD RIJCOSX def2/J DEFGRID3
* xyz 0 1
C 0.007 0.613 0.052
C 1.224 -0.287 -0.708
C -0.760 -0.236 1.084
O 0.507 -1.273 -1.381
O -0.992 1.024 -1.084
P 0.128 0.167 -2.163
H 0.276 1.561 0.662
H 2.245 -0.358 -0.304
H -1.797 -0.350 0.729
H -0.664 0.367 1.918
H -0.175 -1.229 1.196
*
```

These are the Mulliken partial charges, in e, on atoms 1 to 6: atom 1 (C): 0.39, atom 2 (C): -0.24, atom 3 (C): -1.03, atom 4 (O): -0.33, atom 5 (O): -0.46, atom 6 (P): 0.12

***

B) Density functional theory data (the ωB97M-V functional and the def2-TZVPD basis) for a cluster of 2 separate species, C3H5O2P in total.

Summary:
E_HOMO (spin up / spin down) in eV: -7.560 / -7.568
Gap between HOMO and LUMO (spin up / spin down) in eV: 6.841 / 6.880

Structure (ORCA input):
```
! wB97M-V def2-TZVPD RIJCOSX def2/J DEFGRID3
* xyz 0 1
C -0.455 0.222 0.873
C -0.906 -1.024 0.143
C -0.530 -0.856 -1.247
O -0.569 0.512 2.050
O -0.061 0.294 -1.533
P 0.132 1.460 -0.321
H -0.686 -2.012 0.755
H -1.930 -1.001 0.027
H -0.379 -1.496 -2.050
H 2.341 1.870 0.775
H 3.044 2.031 0.528
*
```

These are the Mulliken partial charges, in e, on atoms 1 to 6: atom 1 (C): 0.37, atom 2 (C): -0.35, atom 3 (C): -0.10, atom 4 (O): -0.60, atom 5 (O): -0.26, atom 6 (P): -0.07

***

Verdict on stability: A) comes out on top.

***

A) Density functional theory data (the ωB97M-V functional and the def2-TZVPD basis) for a cluster of 2 separate species, C3H9NS2 in total.

Summary:
E_HOMO in eV: -8.753
SMILES: C=NC.CSS
Gap between HOMO and LUMO in eV: 9.368

Structure (ORCA input):
```
! wB97M-V def2-TZVPD RIJCOSX def2/J DEFGRID3
* xyz 0 1
C -0.217 -2.403 -1.433
N 0.293 -1.413 -0.851
C 0.895 -0.390 -1.735
H -0.623 -3.223 -0.856
H -0.331 -2.436 -2.522
H 1.240 -0.893 -2.639
H 0.142 0.371 -1.928
H 1.734 0.045 -1.202
C 0.418 1.817 1.456
S -1.322 2.260 1.908
S -2.102 0.333 2.272
H 0.393 1.309 0.496
H 0.765 2.829 1.233
H 0.936 1.234 2.203
H -2.220 0.560 3.600
*
```

These are the Mulliken partial charges, in e, on atoms 1 to 6: atom 1 (C): -0.23, atom 2 (N): -0.34, atom 3 (C): -0.93, atom 4 (H): 0.26, atom 5 (H): 0.23, atom 6 (H): 0.47

***

B) Density functional theory data (the ωB97M-V functional and the def2-TZVPD basis) for the molecule C3H9NS2.

Summary:
E_HOMO in eV: -8.227
SMILES: CSSCCN
Gap between HOMO and LUMO in eV: 9.039

Structure (ORCA input):
```
! wB97M-V def2-TZVPD RIJCOSX def2/J DEFGRID3
* xyz 0 1
C 0.628 2.639 0.937
S 1.152 0.859 0.893
S -0.252 -0.556 1.087
C -1.099 -0.495 -0.485
C -0.255 -1.228 -1.498
N -1.003 -1.863 -2.520
H 1.110 3.369 1.659
H 1.011 3.027 -0.057
H -0.491 2.819 0.868
H -1.374 0.568 -0.783
H -2.027 -1.070 -0.337
H 0.574 -1.870 -1.078
H 0.254 -0.416 -1.995
H -1.499 -1.151 -3.024
H -0.580 -2.581 -3.013
*
```

These are the Mulliken partial charges, in e, on atoms 1 to 6: atom 1 (C): -0.77, atom 2 (S): -0.09, atom 3 (S): -0.09, atom 4 (C): -0.58, atom 5 (C): -0.46, atom 6 (N): -0.56

***

Verdict on stability: B) comes out on top.

***

A) Density functional theory data (the ωB97M-V functional and the def2-TZVPD basis) for the molecule C3H9NS2.

Summary:
E_HOMO in eV: -8.875
SMILES: NC(CS)CS
Gap between HOMO and LUMO in eV: 9.590

Structure (ORCA input):
```
! wB97M-V def2-TZVPD RIJCOSX def2/J DEFGRID3
* xyz 0 1
N 0.064 1.491 -0.465
C 0.187 0.311 0.434
C -1.341 -0.028 0.773
S -2.395 -1.104 -0.282
C 0.867 -1.035 -0.115
S 2.695 -0.937 -0.053
H -0.148 1.246 -1.481
H 0.914 1.940 -0.373
H 0.631 0.501 1.360
H -1.743 0.940 0.929
H -1.419 -0.419 1.710
H -2.277 -0.290 -1.371
H 0.559 -1.828 0.614
H 0.549 -1.153 -1.092
H 2.857 0.365 -0.589
*
```

These are the Mulliken partial charges, in e, on atoms 1 to 6: atom 1 (N): -0.55, atom 2 (C): -0.21, atom 3 (C): -1.15, atom 4 (S): -0.18, atom 5 (C): -0.59, atom 6 (S): -0.25

***

B) Density functional theory data (the ωB97M-V functional and the def2-TZVPD basis) for a structure of composition C3H9NS2.

Summary:
E_HOMO in eV: -8.317
Gap between HOMO and LUMO in eV: 4.023

Structure (ORCA input):
```
! wB97M-V def2-TZVPD RIJCOSX def2/J DEFGRID3
* xyz 0 1
S -4.131 -0.289 0.582
S 2.951 -0.662 0.184
C 1.373 0.665 0.225
C -0.050 0.778 0.589
N -1.093 0.513 -0.427
C -0.836 -0.710 -1.188
H 2.595 -1.461 1.205
H 1.885 1.485 -0.258
H 2.105 0.443 1.038
H -0.152 1.829 0.874
H -0.320 0.207 1.488
H -2.015 0.397 -0.018
H 0.010 -1.322 -0.859
H -0.618 -0.496 -2.241
H -1.703 -1.377 -1.195
*
```

These are the Mulliken partial charges, in e, on atoms 1 to 6: atom 1 (S): -0.02, atom 2 (S): -0.31, atom 3 (C): -0.73, atom 4 (C): -0.29, atom 5 (N): -0.28, atom 6 (C): -0.65

***

C) Density functional theory data (the ωB97M-V functional and the def2-TZVPD basis) for a cluster of 2 separate species, C3H9NS2 in total.

Summary:
E_HOMO in eV: -9.094
SMILES: C=CCN.SS
Gap between HOMO and LUMO in eV: 9.467

Structure (ORCA input):
```
! wB97M-V def2-TZVPD RIJCOSX def2/J DEFGRID3
* xyz 0 1
C 1.027 1.856 1.123
C 1.297 0.560 1.171
C 0.289 -0.526 0.940
N 0.831 -1.484 -0.027
H 1.811 2.580 1.296
H 0.028 2.213 0.909
H 2.312 0.231 1.374
H 0.024 -0.991 1.898
H -0.624 -0.107 0.523
H 0.198 -2.253 -0.208
H 1.698 -1.886 0.315
S -1.379 0.651 -2.589
S -2.448 -0.670 -1.426
H -1.399 -0.055 -3.730
H -3.665 -0.120 -1.569
*
```

These are the Mulliken partial charges, in e, on atoms 1 to 6: atom 1 (C): -0.76, atom 2 (C): -0.05, atom 3 (C): 0.01, atom 4 (N): -0.55, atom 5 (H): 0.25, atom 6 (H): 0.24

***

Verdict on stability: C) comes out on top.

***

A) Density functional theory data (the ωB97M-V functional and the def2-TZVPD basis) for the molecule C3H9NS2.

Summary:
E_HOMO in eV: -8.773
SMILES: C[C@@H](N)CSS
Gap between HOMO and LUMO in eV: 9.528

Structure (ORCA input):
```
! wB97M-V def2-TZVPD RIJCOSX def2/J DEFGRID3
* xyz 0 1
C -1.857 -1.338 1.761
C -0.545 -0.704 1.292
N 0.653 -1.378 1.828
C -0.433 -0.798 -0.231
S 0.977 0.137 -0.869
S 0.123 1.805 -1.574
H -1.812 -1.654 2.794
H -2.664 -0.617 1.583
H -2.133 -2.174 1.117
H -0.494 0.343 1.582
H 1.015 -1.019 2.696
H 0.483 -2.376 1.886
H -0.289 -1.838 -0.526
H -1.321 -0.377 -0.714
H 0.392 2.654 -0.565
*
```

These are the Mulliken partial charges, in e, on atoms 1 to 6: atom 1 (C): -1.43, atom 2 (C): 0.39, atom 3 (N): -0.56, atom 4 (C): -0.87, atom 5 (S): -0.06, atom 6 (S): -0.22

***

B) Density functional theory data (the ωB97M-V functional and the def2-TZVPD basis) for a cluster of 2 separate species, C3H9NS2 in total.

Summary:
E_HOMO in eV: -8.669
SMILES: C=CN.CSS
Gap between HOMO and LUMO in eV: 9.019

Structure (ORCA input):
```
! wB97M-V def2-TZVPD RIJCOSX def2/J DEFGRID3
* xyz 0 1
C 2.556 1.703 1.500
C 1.597 0.809 1.265
N 0.263 0.806 1.609
H 2.424 2.688 1.933
H 3.559 1.638 1.106
H 1.874 0.001 0.572
H 0.097 1.736 1.985
H -0.280 0.163 2.154
C -1.107 -1.251 -2.518
S -2.601 -2.196 -2.114
S -3.277 -1.368 -0.431
H -0.527 -1.924 -3.139
H -0.467 -0.932 -1.695
H -1.362 -0.333 -3.028
H -2.747 -1.541 0.800
*
```

These are the Mulliken partial charges, in e, on atoms 1 to 6: atom 1 (C): -0.83, atom 2 (C): 0.14, atom 3 (N): -0.45, atom 4 (H): 0.24, atom 5 (H): 0.23, atom 6 (H): 0.25

***

Verdict on stability: A) comes out on top.

***

A) Density functional theory data (the ωB97M-V functional and the def2-TZVPD basis) for the molecule C4H9O2P.

Summary:
E_HOMO in eV: -7.253
SMILES: C=CC=[P@H](O)CO
Gap between HOMO and LUMO in eV: 7.907

Structure (ORCA input):
```
! wB97M-V def2-TZVPD RIJCOSX def2/J DEFGRID3
* xyz 0 1
C 2.789 -0.988 -0.546
C 1.494 -0.665 -0.522
C 0.822 0.243 0.390
P -0.692 1.101 0.157
O -1.042 1.910 1.454
C -2.142 -0.001 -0.345
O -2.014 -1.156 0.428
H 3.174 -1.867 -0.991
H 3.391 -0.289 -0.017
H 0.657 -1.290 -1.117
H 1.451 0.864 1.089
H -0.873 2.115 -0.842
H -0.754 1.178 2.149
H -2.254 -0.283 -1.403
H -2.900 0.678 -0.067
H -1.107 -1.549 0.183
*
```

These are the Mulliken partial charges, in e, on atoms 1 to 6: atom 1 (C): -0.90, atom 2 (C): 0.20, atom 3 (C): -0.46, atom 4 (P): 0.50, atom 5 (O): -0.49, atom 6 (C): -0.51

***

B) Density functional theory data (the ωB97M-V functional and the def2-TZVPD basis) for the molecule C4H9O2P.

Summary:
E_HOMO in eV: -8.845
SMILES: C[C@@H](O)[C@H]1O[C@@H]1P
Gap between HOMO and LUMO in eV: 9.784

Structure (ORCA input):
```
! wB97M-V def2-TZVPD RIJCOSX def2/J DEFGRID3
* xyz 0 1
C -2.269 0.256 -0.409
C -1.017 -0.276 0.420
O -1.194 -1.716 0.344
C 0.165 0.398 -0.204
O 0.987 1.306 0.699
C 1.712 0.101 0.705
P 3.110 -0.389 -0.330
H -2.332 -0.463 -1.194
H -2.284 1.278 -0.697
H -3.166 0.201 0.169
H -1.173 0.195 1.408
H -1.464 -1.927 -0.533
H 0.420 0.534 -1.247
H 1.325 -0.412 1.639
H 4.210 0.180 0.403
H 2.972 0.735 -1.172
*
```

These are the Mulliken partial charges, in e, on atoms 1 to 6: atom 1 (C): -1.40, atom 2 (C): 0.24, atom 3 (O): -0.53, atom 4 (C): -0.44, atom 5 (O): -0.39, atom 6 (C): -0.04

***

C) Density functional theory data (the ωB97M-V functional and the def2-TZVPD basis) for a cluster of 2 separate species, C4H9O2P in total.

Summary:
E_HOMO in eV: -8.758
SMILES: C=C(O)CC.O=P
Gap between HOMO and LUMO in eV: 8.341

Structure (ORCA input):
```
! wB97M-V def2-TZVPD RIJCOSX def2/J DEFGRID3
* xyz 0 1
C 0.523 1.743 1.099
C 0.362 0.794 0.219
O -0.724 0.585 -0.575
C 1.596 0.001 -0.284
C 1.094 -1.477 -0.718
H -0.490 2.307 1.267
H 1.190 1.834 1.910
H -0.496 -0.275 -0.953
H 2.269 -0.113 0.446
H 2.028 0.532 -1.108
H 0.548 -1.718 0.200
H 2.068 -2.005 -0.747
H 0.529 -1.364 -1.616
O -3.624 0.815 0.723
P -2.888 -0.343 0.348
H -3.985 -1.316 -0.210
*
```

These are the Mulliken partial charges, in e, on atoms 1 to 6: atom 1 (C): -0.82, atom 2 (C): 0.53, atom 3 (O): -0.51, atom 4 (C): -0.72, atom 5 (C): -1.15, atom 6 (H): 0.21

***

Verdict on stability: A) comes out on top.

***

A) Density functional theory data (the ωB97M-V functional and the def2-TZVPD basis) for the molecule C3H2O2.

Summary:
E_HOMO in eV: -10.597
SMILES: C#CC(=O)O
Gap between HOMO and LUMO in eV: 10.788

Structure (ORCA input):
```
! wB97M-V def2-TZVPD RIJCOSX def2/J DEFGRID3
* xyz 0 1
C -1.884 -0.239 -0.036
C -0.650 -0.363 -0.223
C 0.733 -0.288 -0.097
O 1.526 -1.229 -0.031
O 1.094 0.969 -0.103
H -2.923 0.073 0.259
H 2.104 1.077 0.230
*
```

These are the Mulliken partial charges, in e, on atoms 1 to 6: atom 1 (C): -0.11, atom 2 (C): -0.05, atom 3 (C): 0.44, atom 4 (O): -0.54, atom 5 (O): -0.45, atom 6 (H): 0.34

***

B) Density functional theory data (the ωB97M-V functional and the def2-TZVPD basis) for a structure of composition C3H2O2.

Summary:
E_HOMO in eV: -9.302
Gap between HOMO and LUMO in eV: 8.421

Structure (ORCA input):
```
! wB97M-V def2-TZVPD RIJCOSX def2/J DEFGRID3
* xyz 0 1
C 0.803 0.946 0.322
O 0.647 0.025 1.145
C -0.563 -0.419 -0.565
C -1.316 -1.241 -1.045
O 0.845 2.017 -0.115
H 1.544 0.623 1.767
H -1.961 -1.951 -1.509
*
```

These are the Mulliken partial charges, in e, on atoms 1 to 6: atom 1 (C): 0.53, atom 2 (O): -0.17, atom 3 (C): -0.48, atom 4 (C): -0.35, atom 5 (O): -0.23, atom 6 (H): 0.36

***

C) Density functional theory data (the ωB97M-V functional and the def2-TZVPD basis) for the molecule C3H2O2.

Summary:
E_HOMO in eV: -10.869
SMILES: C#CC(=O)O
Gap between HOMO and LUMO in eV: 11.282

Structure (ORCA input):
```
! wB97M-V def2-TZVPD RIJCOSX def2/J DEFGRID3
* xyz 0 1
C 1.914 0.124 0.261
C 0.744 -0.041 -0.016
C -0.679 -0.096 -0.362
O -1.108 -0.507 -1.435
O -1.464 0.241 0.668
H 2.956 0.200 0.589
H -2.364 0.080 0.296
*
```

These are the Mulliken partial charges, in e, on atoms 1 to 6: atom 1 (C): 0.30, atom 2 (C): -0.27, atom 3 (C): 0.17, atom 4 (O): -0.51, atom 5 (O): -0.41, atom 6 (H): 0.37

***

Verdict on stability: C) comes out on top.

***

A) Density functional theory data (the ωB97M-V functional and the def2-TZVPD basis) for a cluster of 2 separate species, C2H4N3 in total.

Summary:
E_HOMO (spin up / spin down) in eV: -17.027 / -16.567
Gap between HOMO and LUMO (spin up / spin down) in eV: 9.051 / 8.354

Structure (ORCA input):
```
! wB97M-V def2-TZVPD RIJCOSX def2/J DEFGRID3
* xyz 1 1
C 2.425 0.096 -0.221
C -0.172 0.019 0.071
N 3.489 0.075 0.162
N -0.747 1.212 0.011
N -0.833 -1.117 0.064
H -0.266 2.093 0.150
H -1.731 1.128 -0.229
H -0.363 -2.021 -0.159
H -1.804 -1.485 0.151
*
```

These are the Mulliken partial charges, in e, on atoms 1 to 6: atom 1 (C): 0.14, atom 2 (C): 0.47, atom 3 (N): -0.13, atom 4 (N): -0.27, atom 5 (N): -0.34, atom 6 (H): 0.28

***

B) Density functional theory data (the ωB97M-V functional and the def2-TZVPD basis) for the ion C2H4N3 with charge +1.

Summary:
E_HOMO in eV: -16.346
SMILES: [H]/N=C1/N2C[N@@H+]12
Gap between HOMO and LUMO in eV: 12.211

Structure (ORCA input):
```
! wB97M-V def2-TZVPD RIJCOSX def2/J DEFGRID3
* xyz 1 1
H 2.939 0.412 0.517
N 2.014 0.083 0.189
C 0.950 -0.282 -0.129
N -0.161 -0.926 -0.437
C -1.214 -0.196 0.330
N -0.355 0.608 -0.546
H -2.270 -0.539 0.175
H -1.142 -0.160 1.341
H -0.761 0.999 -1.439
*
```

These are the Mulliken partial charges, in e, on atoms 1 to 6: atom 1 (H): 0.36, atom 2 (N): -0.13, atom 3 (C): 0.42, atom 4 (N): -0.24, atom 5 (C): -0.14, atom 6 (N): -0.14

***

Verdict on stability: B) comes out on top.

***

A) Density functional theory data (the ωB97M-V functional and the def2-TZVPD basis) for the molecule C3H3ClO.

Summary:
E_HOMO in eV: -9.245
SMILES: O=C1C[C@H]1Cl
Gap between HOMO and LUMO in eV: 9.680

Structure (ORCA input):
```
! wB97M-V def2-TZVPD RIJCOSX def2/J DEFGRID3
* xyz 0 1
O 0.565 2.103 -0.012
C 0.316 0.963 -0.004
C 0.660 -0.365 0.427
C -0.544 -0.234 -0.588
Cl -2.132 -0.452 0.058
H 1.608 -0.910 0.340
H 0.221 -0.646 1.491
H -0.694 -0.459 -1.712
*
```

These are the Mulliken partial charges, in e, on atoms 1 to 6: atom 1 (O): -0.41, atom 2 (C): 0.45, atom 3 (C): -0.58, atom 4 (C): -0.09, atom 5 (Cl): -0.19, atom 6 (H): 0.28

***

B) Density functional theory data (the ωB97M-V functional and the def2-TZVPD basis) for a cluster of 2 separate species, C3H3ClO in total.

Summary:
E_HOMO (spin up / spin down) in eV: -9.447 / -8.983
Gap between HOMO and LUMO (spin up / spin down) in eV: 9.009 / 8.491

Structure (ORCA input):
```
! wB97M-V def2-TZVPD RIJCOSX def2/J DEFGRID3
* xyz 0 1
C -0.981 0.486 0.039
C -2.472 0.618 0.304
C 1.292 -0.640 0.293
O -2.083 -0.054 -0.720
Cl 2.054 0.663 -0.443
H -0.291 1.149 -0.332
H 0.929 -1.472 -0.416
H 1.551 -0.749 1.276
*
```

These are the Mulliken partial charges, in e, on atoms 1 to 6: atom 1 (C): -0.04, atom 2 (C): -0.13, atom 3 (C): -0.48, atom 4 (O): -0.11, atom 5 (Cl): -0.12, atom 6 (H): 0.23

***

C) Density functional theory data (the ωB97M-V functional and the def2-TZVPD basis) for the molecule C3H3ClO.

Summary:
E_HOMO in eV: -8.880
SMILES: COC#CCl
Gap between HOMO and LUMO in eV: 9.720

Structure (ORCA input):
```
! wB97M-V def2-TZVPD RIJCOSX def2/J DEFGRID3
* xyz 0 1
C 1.382 0.061 -0.018
O 0.230 0.823 -0.290
C -0.962 0.274 -0.029
C -2.140 -0.120 0.052
Cl -3.632 -0.660 0.068
H 2.257 0.612 0.036
H 1.454 -0.632 -0.802
H 1.410 -0.358 0.983
*
```

These are the Mulliken partial charges, in e, on atoms 1 to 6: atom 1 (C): -0.70, atom 2 (O): -0.41, atom 3 (C): 0.18, atom 4 (C): 0.26, atom 5 (Cl): -0.23, atom 6 (H): 0.28

***

Verdict on stability: A) comes out on top.